(1)
ORCA calculation (the ωB97M-V functional and the def2-TZVPD basis) on the molecule C5H12O2.

Atoms and positions in Å:
C: -1.501 -1.097 -1.971
C: -0.109 -0.732 -1.470
C: -0.204 -0.075 -0.096
O: -1.001 -0.975 0.724
C: 1.123 0.046 0.658
C: 1.337 1.328 1.446
O: 0.168 1.515 2.235
H: -1.472 -1.597 -2.943
H: -1.981 -1.755 -1.243
H: -2.123 -0.198 -2.066
H: 0.402 -0.065 -2.181
H: 0.515 -1.633 -1.387
H: -0.730 0.888 -0.169
H: -1.266 -0.498 1.523
H: 2.020 -0.231 0.084
H: 0.866 -0.766 1.353
H: 1.511 2.211 0.805
H: 2.228 1.212 2.085
H: 0.211 2.384 2.650

Energy   -348.1642 Eh
Strongest force on any atom   1.36 eV/Å
HOMO-LUMO gap   10.83 eV
Energy above the lowest of the compared OMol25 structures with the same formula, charge and spin   25.5 kcal/mol

(2)
ORCA calculation (the ωB97M-V functional and the def2-TZVPD basis) on a cluster of 3 separate species, C5H12O2 in total.

Atoms and positions in Å:
C: -1.007 -2.524 -0.844
C: -1.014 -1.547 0.113
C: -0.810 -0.062 0.012
C: -0.986 0.624 -1.154
C: -0.694 0.541 1.401
H: -1.168 -2.265 -1.879
H: -0.945 -3.600 -0.610
H: -0.981 -1.850 1.165
H: -1.325 1.657 -1.036
H: -1.026 0.165 -2.142
H: 0.334 0.748 1.699
H: -1.296 1.463 1.507
H: -1.084 -0.090 2.189
O: 2.269 0.031 -0.320
H: 1.865 -0.465 -1.029
H: 2.195 -0.575 0.458
O: 1.700 2.747 -0.172
H: 1.875 3.181 0.723
H: 2.097 1.819 -0.082

Energy   -348.1138 Eh
Strongest force on any atom   2.46 eV/Å
HOMO-LUMO gap   9.07 eV
Energy above the lowest of the compared OMol25 structures with the same formula, charge and spin   57.1 kcal/mol

(3)
ORCA calculation (the ωB97M-V functional and the def2-TZVPD basis) on a cluster of 2 separate species, C5H12O2 in total.

Atoms and positions in Å:
C: 2.067 0.065 0.834
C: 0.877 0.792 1.468
C: 0.018 1.489 0.451
C: -1.225 1.148 0.131
O: -1.848 0.056 0.701
H: 1.713 -0.743 0.186
H: 2.674 0.752 0.231
H: 2.717 -0.363 1.606
H: 0.268 0.081 2.037
H: 1.242 1.537 2.188
H: 0.448 2.331 -0.087
H: -1.808 1.682 -0.617
H: -2.779 0.052 0.453
C: -0.740 -1.468 -1.948
O: -0.286 -1.918 -0.694
H: -1.788 -1.747 -2.141
H: -0.645 -0.378 -2.061
H: -0.120 -1.943 -2.713
H: -0.784 -1.425 -0.023

Energy   -348.1455 Eh
Strongest force on any atom   0.43 eV/Å
HOMO-LUMO gap   9.59 eV
Energy above the lowest of the compared OMol25 structures with the same formula, charge and spin   37.2 kcal/mol

(4)
ORCA calculation (the ωB97M-V functional and the def2-TZVPD basis) on a cluster of 3 separate species, C5H12O2 in total.

Atoms and positions in Å:
C: 0.063 -1.711 -0.514
C: 1.388 -1.926 -0.824
C: -0.690 -0.538 -1.044
C: -1.100 0.589 -0.107
C: -2.263 0.838 0.446
H: -0.427 -2.307 0.113
H: 2.294 -1.989 -0.138
H: 1.756 -1.891 -1.825
H: -0.269 -0.168 -1.912
H: -1.608 -0.863 -1.453
H: -0.265 1.101 0.245
H: -2.482 1.721 0.900
H: -3.094 0.092 0.421
H: 2.084 2.034 -0.144
H: 0.866 2.468 -0.924
O: 1.383 2.642 -0.122
H: 0.628 -0.361 1.578
H: 0.609 0.452 2.868
O: 1.127 -0.183 2.435

Energy   -347.7226 Eh
Net charge   +1
Strongest force on any atom   4.34 eV/Å
HOMO-LUMO gap (alpha / beta)   7.88 / 6.13 eV
Spin multiplicity   2
Energy above the lowest of the compared OMol25 structures with the same formula, charge and spin   69.8 kcal/mol
⟨S²⟩   0.756

(5)
ORCA calculation (the ωB97M-V functional and the def2-TZVPD basis) on the molecule C5H12O2P2.

Atoms and positions in Å:
C: 1.052 1.578 0.472
C: 0.235 -1.316 -0.574
C: -0.376 1.157 -0.006
C: 1.897 -1.050 -0.120
C: -2.436 -0.517 -0.111
O: -1.211 2.165 0.494
O: 1.898 -1.063 1.327
P: 2.340 0.665 -0.518
P: -0.767 -0.462 0.782
H: 1.373 2.632 0.069
H: 1.251 1.373 1.465
H: 0.163 -0.847 -1.607
H: -0.100 -2.422 -0.657
H: -0.571 1.284 -1.038
H: 2.394 -1.963 -0.368
H: -2.683 0.424 -0.339
H: -3.261 -1.073 0.569
H: -2.436 -1.234 -0.907
H: -1.863 1.755 1.111
H: 1.381 -1.725 1.731
H: 1.719 0.638 -1.776

Energy   -1030.5739 Eh
Strongest force on any atom   6.44 eV/Å
HOMO-LUMO gap (alpha / beta)   3.85 / 4.37 eV
Spin multiplicity   3
⟨S²⟩   2.008

(6)
ORCA calculation (the ωB97M-V functional and the def2-TZVPD basis) on a cluster of 2 separate species, C5H12O3Si in total.

Atoms and positions in Å:
C: -2.683 -1.633 0.182
C: -2.871 -0.362 -0.705
O: -2.109 0.673 -0.199
Si: -0.570 1.098 -0.162
C: -0.404 2.185 1.326
O: 0.334 0.665 -1.307
H: -2.537 -1.180 1.225
H: -3.640 -2.143 0.000
H: -1.825 -2.157 -0.076
H: -3.934 -0.247 -0.695
H: -2.643 -0.536 -1.758
H: -0.538 3.235 0.970
H: -1.287 1.954 2.013
H: 0.574 2.074 1.750
C: 3.772 -0.097 -0.824
C: 2.988 -0.915 0.163
O: 2.044 -0.653 0.867
H: 3.240 0.849 -1.103
H: 3.970 -0.791 -1.676
H: 4.762 -0.015 -0.271
H: 3.356 -2.002 0.280

Energy   -712.9378 Eh
Strongest force on any atom   3.39 eV/Å
HOMO-LUMO gap   10.15 eV
Energy above the lowest of the compared OMol25 structures with the same formula, charge and spin   48.1 kcal/mol

(7)
ORCA calculation (the ωB97M-V functional and the def2-TZVPD basis) on a structure of composition C5H12O4S.

Atoms and positions in Å:
C: 1.181 2.406 -0.392
C: 0.584 1.347 0.583
C: 1.169 0.025 0.116
C: 0.302 -1.196 0.576
C: -1.318 -0.918 -0.572
O: -0.374 -1.038 1.829
O: 0.977 -2.332 0.234
O: -0.960 -0.252 -1.655
O: -2.297 -0.272 0.255
S: -1.866 -2.747 -0.789
H: 2.182 2.800 -0.284
H: 0.671 3.423 -0.269
H: 1.162 2.200 -1.408
H: -0.569 1.367 0.519
H: 0.838 1.675 1.592
H: 2.166 -0.195 0.617
H: 1.147 0.102 -0.908
H: -0.195 -0.187 2.223
H: 0.320 -3.054 0.559
H: -1.749 0.339 -1.997
H: -2.193 -0.601 1.127
H: -1.179 -2.892 -1.955

Energy   -896.7665 Eh
Strongest force on any atom   5.65 eV/Å
HOMO-LUMO gap   8.76 eV
Energy above the lowest of the compared OMol25 structures with the same formula, charge and spin   28.0 kcal/mol

(8)
ORCA calculation (the ωB97M-V functional and the def2-TZVPD basis) on a cluster of 3 separate species, C5H12O5 in total.

Atoms and positions in Å:
C: 0.600 -0.084 -0.452
C: -0.275 0.968 -0.551
C: -1.700 -0.897 -0.001
C: 1.912 2.029 -0.322
C: -1.458 -2.330 -0.351
O: 1.147 -0.487 0.694
O: 0.929 -0.778 -1.541
O: -0.739 1.656 0.521
O: -1.754 -0.632 1.399
O: 1.979 1.929 1.113
H: 1.652 -1.376 -1.308
H: 1.506 0.345 1.142
H: -1.168 1.004 1.128
H: -1.008 -1.093 1.809
H: 1.184 2.370 1.446
H: -0.585 1.290 -1.533
H: -2.579 -0.446 -0.453
H: 1.692 3.041 -0.657
H: 2.832 1.623 -0.735
H: -1.411 -2.445 -1.436
H: -0.507 -2.691 0.059
H: -2.248 -2.995 0.030

Energy   -573.7177 Eh
Strongest force on any atom   0.95 eV/Å
HOMO-LUMO gap (alpha / beta)   7.13 / 6.89 eV
Energy above the lowest of the compared OMol25 structures with the same formula, charge and spin   126.4 kcal/mol

(9)
ORCA calculation (the ωB97M-V functional and the def2-TZVPD basis) on a cluster of 2 separate species, C5H12O6PS in total.

Atoms and positions in Å:
C: 1.908 -0.609 -0.849
C: 1.530 0.764 -0.264
C: 0.033 0.962 -0.241
O: -0.489 0.927 -1.579
C: -1.863 0.938 -1.745
S: -2.818 1.027 -0.179
P: -3.150 -1.068 0.634
O: -1.862 -1.450 1.569
O: -3.137 -2.098 -0.659
H: 1.097 -1.078 -1.422
H: 2.159 -1.281 -0.030
H: 2.752 -0.517 -1.533
H: 2.011 1.571 -0.818
H: 1.867 0.751 0.777
H: -0.371 0.134 0.354
H: -0.193 1.920 0.236
H: -2.176 1.806 -2.336
H: -2.159 0.028 -2.285
H: -4.005 1.456 -0.738
H: -1.137 -1.878 1.085
H: -2.530 -1.831 -1.366
C: 3.149 -0.126 2.875
O: 3.450 -0.492 4.038
O: 2.678 -0.951 1.997
O: 3.256 1.095 2.480

Energy   -1388.5496 Eh
Net charge   -1
Strongest force on any atom   1.79 eV/Å
HOMO-LUMO gap   2.04 eV

(10)
ORCA calculation (the ωB97M-V functional and the def2-TZVPD basis) on the molecule C5H12OS.

Atoms and positions in Å:
C: 0.105 1.635 -1.567
C: -1.752 -0.270 -0.197
C: -0.572 0.298 2.989
C: 0.614 0.168 -1.028
C: -0.348 -0.347 0.283
O: 1.372 1.410 1.460
S: -0.109 1.180 1.391
H: -0.911 1.469 -1.818
H: 0.085 2.235 -0.670
H: 0.706 2.088 -2.385
H: -1.746 -0.789 -1.143
H: -2.152 0.715 -0.376
H: -2.495 -0.693 0.659
H: -1.664 0.209 3.158
H: -0.192 0.810 3.931
H: -0.133 -0.727 3.011
H: 1.561 0.284 -0.623
H: 0.595 -0.595 -1.760
H: -0.282 -1.339 0.786

Energy   -670.8598 Eh
Strongest force on any atom   5.39 eV/Å
HOMO-LUMO gap (alpha / beta)   4.89 / 7.84 eV
Spin multiplicity   3
Energy above the lowest of the compared OMol25 structures with the same formula, charge and spin   53.1 kcal/mol
⟨S²⟩   2.010

(11)
ORCA calculation (the ωB97M-V functional and the def2-TZVPD basis) on a cluster of 2 separate species, C5H12OSi in total.

Atoms and positions in Å:
C: -1.275 0.849 -0.844
Si: -1.621 -0.527 0.592
C: -1.087 0.085 2.294
O: -3.203 -0.812 0.686
H: -0.236 0.875 -1.261
H: -1.986 0.696 -1.596
H: -1.349 1.787 -0.480
H: -0.827 -1.622 0.066
H: -0.022 0.342 2.177
H: -1.799 0.826 2.688
H: -1.092 -0.618 3.092
H: -4.041 -0.774 0.150
C: 2.547 1.523 -0.840
C: 2.520 0.337 -0.911
C: 2.631 -1.137 -1.179
H: 2.696 2.567 -0.778
H: 3.412 -1.562 -0.500
H: 3.048 -1.163 -2.182
H: 1.682 -1.673 -1.173

Energy   -562.3907 Eh
Strongest force on any atom   4.11 eV/Å
HOMO-LUMO gap   10.61 eV
Energy above the lowest of the compared OMol25 structures with the same formula, charge and spin   43.2 kcal/mol

(12)
ORCA calculation (the ωB97M-V functional and the def2-TZVPD basis) on a cluster of 2 separate species, C5H12OSi2 in total.

Atoms and positions in Å:
C: 3.022 -2.150 -0.640
C: 2.069 -1.803 0.239
Si: 1.313 -0.077 0.545
O: 0.548 0.261 1.806
C: 1.508 1.004 -1.019
C: 1.082 2.246 -0.916
H: 3.406 -3.131 -0.721
H: 3.650 -1.526 -1.172
H: 1.541 -2.619 0.936
H: 2.072 0.557 -1.911
H: 1.427 2.861 -1.731
H: 0.499 2.512 -0.175
C: -2.632 1.007 1.275
Si: -2.762 -0.543 0.134
H: -1.895 0.890 2.058
H: -2.314 1.840 0.638
H: -3.685 1.233 1.425
H: -4.181 -0.292 -0.269
H: -2.586 -1.917 0.665
H: -2.081 -0.353 -1.167

Energy   -851.8314 Eh
Strongest force on any atom   5.71 eV/Å
HOMO-LUMO gap   9.77 eV
Energy above the lowest of the compared OMol25 structures with the same formula, charge and spin   70.8 kcal/mol